# 1
ORCA calculation (ωB97M-V/def2-TZVPD) on a structure of composition C12H13IN2O4Pt.

The expectation value of S² is 2.0052. The HOMO-LUMO gap (alpha / beta) is 8.3 / 7.6 eV. The value obtained for the HOMO energy (alpha / beta) is -0.3055 / -0.3226 Ha. The calculation puts the energy at -1292.501107 a.u.

ORCA input file:
```
! RIJCOSX wB97M-V def2-TZVPD def2/J DEFGRID3
* xyz 0 3
Pt 0.499 -0.010 0.081
N -0.682 -1.664 -0.832
C 0.137 -2.650 -1.569
C 1.207 -1.957 -2.399
C 2.429 -1.604 -1.572
O 3.512 -2.058 -1.855
O 2.255 -0.754 -0.570
H -1.221 -2.089 -0.088
H -1.328 -1.185 -1.451
H -0.495 -3.268 -2.205
H 0.601 -3.306 -0.834
H 0.791 -1.051 -2.851
H 1.541 -2.612 -3.198
I 5.355 4.927 0.876
C 3.416 4.212 0.594
C 2.472 5.013 -0.039
C 1.184 4.534 -0.225
C 0.826 3.259 0.200
C 1.787 2.494 0.844
C 3.086 2.945 1.043
C -0.597 2.797 -0.056
O -1.456 3.636 -0.230
O -0.869 1.516 -0.005
H 2.742 6.001 -0.388
H 0.429 5.140 -0.708
H 1.531 1.507 1.231
H 3.820 2.318 1.531
C -0.248 0.172 4.593
C -0.435 -0.182 3.185
N -0.575 -0.450 2.080
H -1.075 0.793 4.929
H 0.682 0.725 4.706
H -0.202 -0.731 5.197
*
```

Here are the natural (NBO) charges for atoms 1 to 2, given in e:
1. Pt 1.187
2. N -0.813


# 2
ORCA calculation (ωB97M-V/def2-TZVPD) on a cluster of 11 separate species, H22O11 in total.

The HOMO-LUMO gap is 9.5 eV. The SMILES is O.O.O.O.O.O.O.O.O.O.O. The value obtained for the HOMO energy is -0.3467 Ha. The calculation puts the energy at -840.698689 a.u.

ORCA input file:
```
! RIJCOSX wB97M-V def2-TZVPD def2/J DEFGRID3
* xyz 0 1
H 1.211 0.199 0.010
H -0.278 0.058 -0.263
H -1.548 1.394 1.492
H -2.104 1.754 2.860
H -0.132 -1.130 3.584
H -0.403 -1.243 2.093
H 0.694 -3.139 -0.988
H 0.960 -3.194 0.507
H -3.221 -2.662 -1.589
H -3.201 -1.280 -0.957
H 1.428 -0.587 3.848
H 2.945 -0.624 3.923
H 0.509 -0.602 -4.242
H 0.471 0.814 -3.691
H 2.835 -2.976 0.544
H 2.261 -4.302 0.072
H -3.144 4.870 -2.324
H -2.321 3.847 -1.560
H -0.635 3.315 -2.902
H -0.859 1.819 -2.749
H 1.594 2.419 1.230
H 2.372 2.424 2.536
O 0.499 0.565 -0.527
O -1.290 1.495 2.415
O -0.747 -1.516 2.950
O 0.555 -2.644 -0.173
O -2.992 -2.203 -0.773
O 2.190 -1.110 3.573
O 0.777 -0.076 -3.481
O 2.495 -3.421 -0.241
O -2.508 4.158 -2.452
O -1.245 2.609 -3.143
O 2.339 1.997 1.672
*
```

Here are the natural (NBO) charges for atoms 1 to 2, given in e:
1. H 0.488
2. H 0.469


For reference, ΔE to the lowest compared entry with this formula, charge and spin by record: 0.0, 476.4 kJ/mol.